{"formula": "C4H11NS2", "method": "wB97M-V/def2-TZVPD", "fmax_ev_per_a": 1.328, "orbital_gap_ev": 9.0232, "de_lowest_kj_mol": 80.76, "mol_weight_g_mol": 137.3, "total_energy_ev": -27486.428, "smiles": "CN[C@H](C)CSS", "species": ["C", "N", "C", "C", "C", "S", "S", "H", "H", "H", "H", "H", "H", "H", "H", "H", "H", "H"], "positions_angstrom": [[-2.131, 0.568, -1.241], [-1.053, -0.357, -0.981], [0.310, 0.154, -1.201], [0.806, 0.048, -2.644], [1.245, -0.666, -0.313], [1.104, -0.465, 1.481], [-0.553, 0.616, 1.934], [-2.285, 1.234, -0.393], [-3.014, -0.033, -1.452], [-1.935, 1.327, -2.017], [-1.161, -1.129, -1.632], [0.322, 1.213, -0.952], [1.357, -0.864, -2.883], [1.577, 0.816, -2.788], [0.043, 0.255, -3.399], [1.179, -1.716, -0.599], [2.253, -0.328, -0.570], [-1.601, -0.041, 1.450]]}